ORCA calculation (the ωB97M-V functional and the def2-TZVPD basis) on a molecular structure, C25H25Cl3GeN4Ru.

Values from the calculation:
- Calculated total energy: -128947.278 eV
- Largest force on an atom: 0.32 eV/A
- Charge: +2

```
59
C25H25Cl3GeN4Ru | OMol25 | the ωB97M-V functional and the def2-TZVPD basis
C 2.23607 -0.72720 3.58533
C -3.86794 6.49141 -0.23647
C -2.81323 -3.80328 1.27843
C -3.03221 2.54014 0.63282
C -3.21910 6.18595 0.96657
C -0.06573 -3.26231 -1.27718
C 1.97032 -2.18480 -2.19424
H -4.74166 5.78365 -2.07242
C -2.84749 -2.52956 1.82132
H -2.95410 6.97737 1.65290
H -2.61239 2.26153 1.59001
H -2.43344 4.61049 2.17849
C 4.03250 -0.77780 -2.60791
H 1.57132 -4.08882 0.31052
H -1.95201 -0.56939 1.73264
H 4.65149 2.33862 -1.45400
H -0.48894 -2.88697 -2.21008
C -1.89962 -4.07861 0.27163
C -3.29352 3.85173 0.33448
H -3.47977 -4.57508 1.63837
H -1.83447 -5.06519 -0.16690
H 4.44244 -1.56525 -3.22578
H -3.32991 1.74882 -0.04385
H 2.98624 -3.25710 -0.29617
N -1.10560 -1.82936 0.35115
H -4.22147 3.40847 -1.57395
C 4.71214 0.41912 -2.42985
C -4.23737 5.50645 -1.15785
Cl -2.67896 0.98213 -2.68427
H 0.18001 -4.31915 -1.41003
C 1.97650 -3.10045 0.08721
C 4.15419 1.39442 -1.62186
H 1.08109 0.64409 2.38339
C 2.81119 -0.95064 -1.98690
Ru 0.44988 -0.61849 -0.38850
H 2.28579 -0.07496 4.44497
H 1.28700 -2.01422 -3.02808
Ge -0.62934 0.48012 -2.20536
Cl -0.35404 1.85369 -0.11540
C -3.95160 4.19501 -0.88422
C 2.06593 -2.29414 1.35571
H 2.45057 1.88068 -0.38980
C -1.06480 -3.06965 -0.17108
C -2.93264 4.88000 1.25638
C 2.75215 -2.77224 2.46070
H 5.66535 0.58315 -2.91362
H -3.53417 -2.27500 2.61568
Cl 0.47204 1.54134 -3.72063
N 1.48032 -1.09243 1.35864
H 2.59758 -3.04480 -2.44318
C 2.93262 1.14813 -1.02263
N 1.14743 -2.45345 -0.98310
C 2.83603 -1.97934 3.59147
H 3.21449 -3.75005 2.43041
H 3.36563 -2.33093 4.46644
H -4.09501 7.52698 -0.45848
N 2.26873 0.00410 -1.20597
C -1.97327 -1.57559 1.33379
C 1.56676 -0.32133 2.45030
```

***

ORCA calculation (the ωB97M-V functional and the def2-TZVPD basis) on 6 unconnected molecules or ions with the total composition C18H18F6O18 in a non-equilibrium geometry.

Values from the calculation:
- Calculated total energy: -72113.779 eV
- Largest force on an atom: 12.57 eV/A
- SMILES: O=C1OC[C@@H](F)O1.O=C1OC[C@@H](F)O1.O=C1OC[C@@H](F)O1.O=C1OC[C@@H](F)O1.O=C1OC[C@@H](F)O1.O=C1OC[C@@H](F)O1

```
60
C18H18F6O18 | OMol25 | the ωB97M-V functional and the def2-TZVPD basis
O -1.57651 -0.96830 -0.89190
F -4.92467 3.63375 -3.83458
H -3.24402 4.12194 -1.94015
O 0.56664 0.48022 3.83351
O 1.48383 1.05710 -1.73562
H 1.62120 2.97020 -4.01488
C 2.76177 1.45521 -1.74468
H 2.27587 4.32526 4.40903
C -3.41036 -4.31190 2.36524
H -0.11241 -0.17846 0.34369
H -2.08873 -1.87932 1.70442
C 1.91051 1.94268 -3.79448
C -2.06489 -5.03283 0.76824
C 2.18948 3.36415 4.91588
C 3.46286 -2.55030 -0.44730
O 3.53131 1.41136 -0.81386
C -3.44591 -5.80428 2.28273
O -2.83102 -0.20950 0.76750
H 2.25290 1.48914 -4.72463
O 4.43943 -2.02470 0.37049
O -2.29940 -5.97680 1.45719
C -2.97307 3.14398 -2.33798
C 5.28138 -1.16514 -0.41602
C -2.76742 -0.28353 -0.57650
O 0.12918 2.25044 5.09554
C -1.78127 -0.90946 1.31334
H 6.31863 -1.47742 -0.29481
C 0.86279 1.61354 4.22760
F 5.66755 -1.96514 -2.76259
O -2.39710 -4.01226 1.43320
O 2.53150 -3.29715 -0.09564
F 0.25626 4.48156 5.13061
H -4.35721 -3.87365 2.04976
C 0.86332 3.45824 5.64881
C -3.96637 2.70940 -3.46499
H -3.41434 -6.20990 3.29395
H -1.47972 -0.38470 2.21987
H -4.55038 1.84251 -3.15587
O -1.48898 -4.99827 -0.34968
O -3.65236 0.15409 -1.37180
H -4.37243 -6.07606 1.77698
H 4.62663 -0.37251 -2.28657
C 0.88402 1.20486 -2.99090
H 0.02105 1.86310 -2.89030
F 0.70590 0.08389 -3.51002
C -1.87115 2.90180 -4.27345
O 1.97916 2.28778 3.97334
O 3.03929 2.02326 -2.96313
O 3.74466 -2.18256 -1.80508
O -3.13035 2.42037 -4.53265
C -0.78974 -1.02135 0.20629
H 1.10779 3.49612 6.71036
O -1.87589 3.46382 -3.07994
F 0.05506 -2.01968 0.18910
H 3.04868 3.35325 5.58653
H 5.23006 -0.11323 -0.13502
H -2.74301 2.53181 -1.46595
C 4.87587 -1.36099 -1.90075
O -0.88590 2.98953 -5.04750
F -3.23022 -3.86499 3.57576
```

***

ORCA calculation (the ωB97M-V functional and the def2-TZVPD basis) on a molecular structure, C13H15Br2CaF2N3O5PS in a non-equilibrium geometry.

Values from the calculation:
- Calculated total energy: -212502.316 eV
- Largest force on an atom: 5.36 eV/A
- Charge: +1

```
43
C13H15Br2CaF2N3O5PS | OMol25 | the ωB97M-V functional and the def2-TZVPD basis
C -2.41024 1.72449 -1.66653
H 2.03973 -1.81692 1.51788
F -2.54211 -1.52330 -1.16473
O -1.23452 -0.73047 -2.75831
H 2.71352 -0.99058 -6.02333
C 3.22667 0.76689 -3.51354
H -0.04116 2.85559 -1.08472
C 0.92645 1.23676 -2.14327
H 1.23200 2.00902 -0.23219
O -2.00822 2.19122 -2.66469
H -0.41402 2.42945 1.43603
C -1.80389 -0.58630 -1.74476
C 3.15556 -0.45192 -5.20676
Br -3.00220 -4.09032 2.06318
H 3.35319 -0.64505 3.38622
O -1.48486 0.66212 1.98313
C -2.83483 -1.66187 3.50438
H -3.64983 -2.22937 3.93349
S 2.65127 1.78255 -2.23349
H -2.07562 2.24924 1.02478
C 2.31699 -0.96786 3.39525
C -1.09901 -2.04014 1.73610
H -3.27939 -0.76564 3.07575
C -2.16894 -2.45232 2.41299
N 4.43201 0.42067 -3.74534
H -0.34435 -0.58493 3.48191
O 0.03098 -0.18308 0.27714
H 0.51802 0.78070 2.37113
N 4.38230 -0.39001 -4.87815
F -3.48342 2.19748 -1.02479
Ca 1.80772 1.08941 1.48182
N -1.87508 0.61312 -0.94002
C 0.36812 1.87146 -0.87552
H 0.92000 0.15578 -2.06085
O 2.34342 0.26092 -4.39564
C -0.65766 0.93443 -0.18791
H -2.13511 -1.35620 4.27362
H 0.37468 1.50610 -3.03378
C -1.15093 1.68213 1.08159
H 1.87111 -1.16695 4.36755
P -0.22716 -0.44244 2.07365
C 1.57108 -1.20122 2.29614
Br -0.31224 -3.14265 0.40458
```

***

ORCA calculation (the ωB97M-V functional and the def2-TZVPD basis) on a molecular structure, C37H51AsBeF6N7O6 in a non-equilibrium geometry.

Values from the calculation:
- Calculated total energy: -139448.815 eV
- Largest force on an atom: 5.16 eV/A
- Charge: +1

```
109
C37H51AsBeF6N7O6 | OMol25 | the ωB97M-V functional and the def2-TZVPD basis
C -2.44193 -3.66941 -3.63780
H -1.78977 2.39933 2.33308
H -0.53032 -3.08980 -2.87028
H 0.32702 -3.99766 4.63780
H 3.58440 -4.90011 -3.00504
N -4.11613 2.62593 0.35276
H 3.90632 1.92618 -1.14074
C -4.28149 -2.61064 -2.52283
C 2.99658 -3.21299 -1.84764
C 5.30385 -1.67628 4.65539
C -1.61978 2.01108 -3.89567
C -0.40943 5.32649 -2.22252
C 2.59811 -2.90410 -0.41481
C 4.02671 1.36881 -4.10635
H 5.46871 -1.93829 5.70050
O 4.04248 1.79292 -5.25336
C -2.44951 1.51036 -2.81527
H -6.07013 2.77495 1.13845
O 0.28365 4.51888 -3.14024
N 0.65871 -5.93903 -2.03493
O 0.35904 5.51808 -1.17264
H -6.02349 5.23714 1.74135
H -1.96216 -4.31688 -4.35682
H 0.51145 -3.24968 2.27251
H 5.48676 1.02512 -1.58486
H 1.55659 3.02724 -2.80430
H -1.37656 -0.98358 -5.75988
C -3.65382 0.12182 3.79092
C -1.53852 -2.68078 2.00948
C 4.49970 1.38373 -1.87676
C -2.33564 1.23583 5.44458
H -2.07453 2.96557 -0.29545
H -2.36605 -0.68177 -4.29786
C -0.47573 -3.52850 2.64107
H -3.52349 -0.44192 5.88380
H 0.02185 -2.01577 5.75662
C -1.49002 -0.36964 -4.86640
C 3.70585 0.11649 -2.30211
H 3.77048 -1.48976 2.12533
O 4.44654 2.11515 -3.04598
C -3.81664 -3.39925 -3.60205
H 2.66240 -1.83294 -0.22357
F 0.23153 -0.01859 1.97084
H -0.62982 -0.61642 -4.24411
F 0.57454 -0.98933 -0.34433
H -5.34961 -2.47128 -2.44463
H -0.60443 1.99664 -3.49948
H -1.44027 -3.66920 4.52835
H -1.99932 1.25055 6.47077
N 5.77437 -3.88493 3.37500
F 2.12286 0.92138 0.27070
H 0.76710 -1.72016 4.20329
N -2.40441 -2.03847 1.48907
H 3.75335 -5.14235 -1.29609
H 1.09577 3.70335 -0.50571
C -4.06871 5.44220 1.03135
H -2.43936 1.35694 -5.67643
N -3.50618 -1.99729 -1.56142
H -0.92467 -1.15721 4.51953
H 2.33002 4.87720 -0.89470
H 3.58122 -0.43522 5.00701
C 1.73380 -5.45109 -2.02198
H -0.70717 -4.56622 2.40092
Be -4.06345 -0.04334 0.35805
As 0.31006 0.69689 0.31859
H 2.67164 -0.29213 2.55980
H -1.88461 3.05831 -4.04152
C -5.17849 3.34710 0.92865
C -2.21560 1.78321 3.11120
F -1.48553 0.43619 0.16864
H 4.18463 -0.82184 -2.02211
C -1.59399 -2.98271 -2.71688
H 4.38293 0.11725 2.60068
N -3.13356 1.05212 -1.99177
H 2.29637 4.52451 -3.25179
H -4.39432 -0.63270 3.57010
H 1.53704 -3.13495 -0.32024
H 3.11486 -3.45186 0.37325
H 2.70099 0.06498 -1.88294
H -4.56919 -3.74879 -4.29334
C -2.95837 4.77476 0.47124
N -3.12451 0.81247 2.75101
C -2.96739 3.39170 0.13769
H -1.50905 -1.74018 -0.99358
C -5.20811 4.69765 1.28253
H -0.64905 1.45458 -5.68894
O 3.59045 0.20877 -3.74152
C 1.35551 4.49917 -1.20378
F 0.02232 2.35703 0.89898
H 3.10539 -1.97797 4.39365
C -2.17713 -2.23741 -1.68121
C 3.08286 -4.73314 -2.05180
C 5.56704 -2.90021 3.88894
F 0.26311 1.33617 -1.36667
C -1.52397 1.10403 -5.14146
C 3.65956 -0.66532 2.82967
H -2.06818 5.38329 0.41072
C -0.18392 -1.93866 4.68900
H 2.30302 -2.80033 -2.58029
C 1.47007 4.10631 -2.67696
C -0.44817 -3.38499 4.17757
O -1.51840 5.86900 -2.46431
H -1.18460 2.96095 4.60297
C -1.83888 2.11170 4.47229
H 5.97753 -0.86221 4.38789
C 3.84326 -1.18656 4.26208
C -3.28213 0.25550 5.09529
H 3.98375 -2.81974 -2.09042
H -4.02437 6.48844 1.29558
```

***

ORCA calculation (the ωB97M-V functional and the def2-TZVPD basis) on C4H4S in the gas phase in a non-equilibrium geometry.

Values from the calculation:
- Calculated total energy: -15042.138 eV
- Largest force on an atom: 3.80 eV/A

```
9
C4H4S | OMol25 | the ωB97M-V functional and the def2-TZVPD basis
C -0.83969 0.38540 0.71426
C -0.32644 -0.31181 -0.60466
C 1.10983 -0.22604 -0.15122
C 0.42689 1.02516 0.34223
H 1.82679 -0.03704 -0.96587
H -1.80018 1.02684 0.79897
H -0.90716 -0.38866 1.38458
H 1.54577 -1.04337 0.62707
S -1.03581 -0.43047 -2.14536
```

***

ORCA calculation (the ωB97M-V functional and the def2-TZVPD basis) on 2 unconnected molecules or ions with the total composition C2BrFNO4 in a non-equilibrium geometry.

Values from the calculation:
- Calculated total energy: -84512.328 eV
- Largest force on an atom: 3.60 eV/A
- Charge: -1

```
9
C2BrFNO4 | OMol25 | the ωB97M-V functional and the def2-TZVPD basis
O 0.20837 1.10248 0.26473
O 1.89171 -0.62146 -1.13392
O 2.06381 -0.98987 1.13153
O -0.47603 -0.95915 -0.09650
C -1.95938 0.61488 -0.13384
F -2.27732 2.01346 0.13665
N -0.71748 0.28374 0.04759
C 1.78009 -0.73934 0.02294
Br -3.39591 -0.66146 -0.04694
```